ORCA calculation (ωB97M-V/def2-TZVPD) on a structure of composition C3H5N3S in a non-equilibrium geometry.

The geometry in XYZ format:
```
12
Properties=species:S:1:pos:R:3:forces:R:3
C -1.009 1.536 -0.048 -1.7 -0.2 -1.8
C 0.836 -0.034 0.485 -2.8 -0.3 -2.2
C 2.157 -0.413 -0.003 7.7 -1.2 -2.2
H -1.435 1.679 1.155 0.7 -0.4 -3.8
H -1.154 2.719 -0.930 0.7 -3.5 3.2
H -1.539 0.536 -0.842 0.7 3.4 2.8
H 0.393 -1.790 1.436 0.6 -2.2 1.2
H -0.568 -1.949 -1.411 -0.4 0.5 1.4
N 0.296 0.997 -0.025 1.8 1.8 0.3
N -0.007 -1.130 0.865 -0.8 2.4 -1.6
N 3.286 -0.675 -0.423 -7.5 1.6 2.8
S -1.258 -1.476 -0.259 1.1 -1.8 -0.1
```
Positions in Å, forces in eV/Å.

ΔE to the lowest compared entry with this formula, charge and spin in kJ/mol: 604.17
HOMO in eV: -9.047
Total charge: 0
Orbital gap in eV: 8.61
DFT total energy in Eh: -679.55509
E_LUMO in eV: -0.44